# 1
# C19H21MnN2O4Se2

C19H21MnN2O4Se2 as an isolated structure at a distorted geometry (wB97M-V/def2-TZVPD, the OMol25 dataset).

Calculated values
2S+1   4
HOMO energy (alpha / beta)   -11.1668 / -11.0872 eV
Charge   +1
Energy relative to the best compared isomer or geometry (same formula, charge and spin)   97.3 kJ/mol
<S²>   3.80
Kohn-Sham gap (alpha / beta)   7.99 / 7.84 eV

CARTESIAN COORDINATES (ANGSTROEM)
Mn (-9.690, -12.684, -7.645)
O (-12.496, -9.148, -7.490)
C (-12.141, -8.132, -6.586)
C (-10.983, -8.649, -5.683)
C (-10.455, -7.354, -4.891)
O (-9.254, -7.660, -4.203)
C (-11.553, -9.899, -4.891)
Se (-10.224, -11.093, -4.225)
C (-9.820, -9.116, -6.629)
Se (-8.804, -10.800, -5.887)
H (-12.273, -9.976, -7.093)
H (-12.952, -7.782, -5.923)
H (-11.823, -7.198, -7.128)
H (-11.105, -6.910, -4.138)
H (-10.354, -6.586, -5.618)
H (-9.006, -6.975, -3.609)
H (-12.258, -10.372, -5.595)
H (-12.167, -9.665, -4.038)
H (-9.147, -8.266, -6.780)
H (-10.227, -9.472, -7.640)
N (-9.087, -16.609, -6.543)
C (-9.770, -15.552, -7.068)
N (-9.327, -14.419, -6.562)
C (-8.205, -14.714, -5.719)
C (-7.535, -13.896, -4.833)
C (-6.598, -14.519, -4.055)
C (-6.375, -15.860, -4.154)
C (-7.105, -16.718, -4.991)
C (-8.062, -16.113, -5.740)
H (-9.102, -17.536, -6.927)
H (-10.571, -15.617, -7.804)
H (-7.720, -12.802, -4.874)
H (-6.050, -13.888, -3.365)
H (-5.501, -16.321, -3.609)
H (-7.025, -17.744, -4.881)
O (-10.789, -13.102, -9.469)
C (-10.752, -11.916, -9.630)
O (-10.035, -11.173, -8.850)
C (-11.517, -11.301, -10.808)
C (-11.338, -11.690, -12.113)
C (-11.692, -10.803, -13.085)
C (-12.446, -9.680, -12.753)
C (-12.595, -9.252, -11.448)
C (-12.103, -10.056, -10.456)
H (-10.790, -12.565, -12.363)
H (-11.543, -11.017, -14.130)
H (-12.754, -9.030, -13.557)
H (-13.011, -8.271, -11.286)
H (-11.978, -9.797, -9.385)

Atomic partial charges in e from the Mulliken method, atoms 1 to 6: 0.5324 -0.4304 -0.7585 0.2626 -1.2006 -0.4900

***

# 2
# C19H21N2O5Pd

C19H21N2O5Pd as an isolated structure at a distorted geometry (wB97M-V/def2-TZVPD, the OMol25 dataset).

Calculated values
2S+1   5
HOMO energy (alpha / beta)   -4.3149 / -5.3881 eV
Charge   -1
Energy relative to the best compared isomer or geometry (same formula, charge and spin)   44.1 kJ/mol
<S²>   6.01
Kohn-Sham gap (alpha / beta)   6.64 / 5.06 eV

CARTESIAN COORDINATES (ANGSTROEM)
Pd (-0.048, 0.572, 0.176)
O (6.827, 0.435, 1.326)
C (6.363, 0.198, 0.202)
O (6.890, 0.020, -0.912)
C (4.789, 0.077, 0.170)
C (4.137, -0.108, -1.049)
C (2.770, -0.246, -1.063)
N (2.021, -0.197, 0.049)
C (2.643, 0.009, 1.224)
C (4.020, 0.135, 1.320)
C (1.776, 0.197, 2.468)
O (2.282, 0.035, 3.565)
O (0.552, 0.543, 2.259)
H (4.721, -0.155, -1.957)
H (2.238, -0.421, -1.993)
H (4.462, 0.291, 2.293)
C (-1.253, -2.474, 1.694)
N (-1.909, -3.047, 0.534)
C (-3.272, -3.439, 0.833)
C (-1.793, -2.241, -0.688)
C (-2.612, -0.956, -0.730)
C (-3.932, -1.038, -1.171)
C (-4.750, 0.082, -1.185)
C (-4.248, 1.304, -0.768)
C (-2.931, 1.404, -0.344)
C (-2.105, 0.286, -0.321)
H (-1.337, -3.165, 2.534)
H (-1.677, -1.510, 2.007)
H (-0.193, -2.340, 1.479)
H (-3.260, -4.158, 1.653)
H (-3.714, -3.923, -0.041)
H (-3.917, -2.595, 1.124)
H (-2.113, -2.890, -1.508)
H (-0.734, -2.010, -0.829)
H (-4.322, -1.993, -1.506)
H (-5.775, 0.001, -1.523)
H (-4.881, 2.182, -0.782)
H (-2.542, 2.367, -0.027)
C (0.039, 2.402, -2.512)
O (0.743, 3.065, -1.480)
C (0.461, 2.681, -0.197)
C (1.327, 3.356, 0.819)
H (0.609, 2.534, -3.429)
H (-0.962, 2.826, -2.637)
H (-0.066, 1.331, -2.291)
H (1.465, 4.408, 0.553)
H (2.317, 2.881, 0.842)
H (0.897, 3.283, 1.816)

Atomic partial charges in e from the Mulliken method, atoms 1 to 6: -0.0881 -0.7061 0.4672 -0.7296 0.1598 -0.8719